No. 1
72
Properties=species:S:1:pos:R:3:forces:R:3:mulliken_charge:R:1 method="wB97M-V/def2-TZVPD" total_charge=0 e_above_lowest_ev=0.0236 homo_ev=-7.586
Pt 1.6861 -0.1196 0.5001 -0.28 0.66 0.12 1.82
O 5.6755 0.3440 1.4853 0.06 0.03 0.18 -0.69
C 4.5049 0.0787 1.6698 -0.28 -0.11 -0.45 0.70
O 3.6451 0.1792 0.6815 0.38 0.17 0.47 -0.67
C 4.0240 -0.3714 3.0234 -0.05 -0.12 0.02 0.29
C 4.8953 -0.0801 4.0784 -0.03 -0.03 -0.04 -0.75
C 4.6383 -0.4831 5.3714 -0.03 -0.01 0.03 -0.57
C 3.4852 -1.2140 5.6323 0.02 0.01 0.03 -0.60
C 2.6065 -1.5046 4.6095 0.05 0.01 -0.02 -1.08
C 2.8491 -1.0878 3.2934 -0.10 0.00 0.10 1.00
S 1.5459 -1.5911 2.1862 0.55 -0.48 0.26 -0.48
H 5.7970 0.4636 3.8323 0.00 -0.01 -0.01 0.46
H 5.3287 -0.2410 6.1683 0.01 0.00 -0.01 0.39
H 3.2660 -1.5547 6.6366 0.00 0.01 0.00 0.36
H 1.7025 -2.0627 4.8208 0.00 0.00 -0.02 0.43
S 2.5858 3.7256 -1.8754 0.03 0.00 -0.01 -0.19
C 2.6679 2.1127 -1.3156 0.09 -0.11 0.04 -0.20
N 1.8036 1.7798 -0.4104 -0.09 0.06 -0.49 -0.19
C 0.9840 2.8567 -0.0667 0.15 -0.08 0.02 -0.47
C -0.0218 2.8564 0.8994 0.08 0.04 0.01 -0.61
C -0.7422 4.0154 1.0885 -0.03 0.02 0.01 -0.82
C -0.4720 5.1707 0.3397 -0.02 -0.04 -0.01 -0.57
C 0.5359 5.1857 -0.6011 -0.01 -0.03 0.01 -0.51
C 1.2640 4.0122 -0.7935 0.00 0.15 0.00 1.24
H 3.4078 1.4145 -1.6810 0.00 0.02 0.02 0.46
H -0.2061 1.9660 1.4851 -0.01 -0.03 0.01 0.55
H -1.5254 4.0382 1.8350 0.00 0.00 0.00 0.45
H -1.0549 6.0659 0.5099 0.00 0.00 0.01 0.41
H 0.7595 6.0810 -1.1654 0.00 -0.01 -0.01 0.46
F -6.2626 0.5615 2.4094 0.02 -0.03 0.02 -0.26
C -5.4157 -0.3747 2.8793 0.01 0.01 0.00 0.76
F -5.1936 -0.1013 4.1732 -0.03 -0.01 -0.04 -0.28
F -6.0671 -1.5512 2.8237 0.01 0.04 0.00 -0.25
C -4.1433 -0.4138 2.0761 -0.02 -0.02 0.03 0.38
C -2.9112 -0.3885 2.7025 0.02 0.01 -0.04 -1.04
C -1.7520 -0.4360 1.9354 -0.09 0.10 0.03 -0.07
C -1.8343 -0.5150 0.5503 0.04 0.05 0.16 0.81
C -3.0847 -0.5533 -0.0697 0.03 -0.05 -0.04 0.01
C -4.2361 -0.4989 0.6900 -0.03 0.00 -0.01 -1.18
P -0.2819 -0.6328 -0.3839 -0.14 -0.20 -0.26 0.27
C -0.5029 0.4305 -1.8488 -0.06 0.06 0.13 0.31
C 0.3008 0.2072 -2.9692 0.00 0.07 -0.03 -0.73
C 0.3208 1.1215 -4.0051 0.02 -0.04 0.03 -1.24
C -0.4491 2.2765 -3.9184 -0.01 0.03 -0.04 0.42
C -1.2500 2.5087 -2.8154 -0.04 -0.01 0.01 -1.01
C -1.2749 1.5830 -1.7792 -0.10 -0.06 -0.13 -0.81
C -0.4060 3.2611 -5.0545 0.01 0.00 0.03 0.79
F 0.8570 3.4809 -5.4648 -0.04 0.00 0.00 -0.26
F -0.9287 4.4506 -4.7154 0.01 -0.03 -0.02 -0.28
F -1.0913 2.8132 -6.1227 0.02 0.03 0.02 -0.26
C -0.3473 -2.3242 -1.0786 -0.04 0.01 -0.05 0.86
C -1.0442 -2.5818 -2.2569 -0.10 -0.03 0.04 -0.22
C -1.1104 -3.8670 -2.7746 -0.02 0.03 0.02 -1.02
C -0.4825 -4.9020 -2.1035 0.04 -0.03 -0.01 0.38
C 0.2014 -4.6619 -0.9202 0.01 -0.01 0.03 -1.40
C 0.2746 -3.3775 -0.4095 -0.01 0.01 -0.10 -0.27
C -0.5013 -6.3044 -2.6486 -0.04 0.00 0.02 0.79
F -1.0094 -7.1713 -1.7530 0.02 0.01 -0.04 -0.26
F 0.7401 -6.7314 -2.9441 -0.04 0.00 0.00 -0.25
F -1.2361 -6.4084 -3.7675 0.02 -0.01 0.03 -0.29
H -2.8491 -0.3276 3.7799 0.01 0.00 0.00 0.50
H -0.7810 -0.4191 2.4171 -0.03 -0.01 -0.02 0.09
H -3.1601 -0.6213 -1.1484 0.00 0.00 0.01 0.42
H -5.2076 -0.5209 0.2133 0.00 0.00 0.00 0.42
H 0.9287 -0.6740 -3.0221 -0.01 -0.01 0.01 0.64
H 0.9493 0.9504 -4.8695 -0.01 0.01 0.00 0.44
H -1.8415 3.4118 -2.7520 0.00 0.00 0.00 0.51
H -1.8883 1.7797 -0.9097 0.00 -0.01 -0.02 0.50
H -1.5411 -1.7796 -2.7871 0.01 -0.01 -0.01 0.36
H -1.6465 -4.0589 -3.6932 0.01 0.01 0.00 0.49
H 0.6889 -5.4768 -0.4006 0.00 0.00 -0.01 0.40
H 0.8339 -3.1995 0.4981 0.02 -0.01 -0.01 0.23

***

No. 2
71
Properties=species:S:1:pos:R:3:forces:R:3:mulliken_charge:R:1 method="wB97M-V/def2-TZVPD" total_charge=-1 e_above_lowest_ev=2.0437 homo_ev=-3.113
Zr -1.4615 0.1863 1.5878 0.37 -1.56 -0.03 1.75
O 1.4964 1.6022 4.6890 -0.01 0.00 0.05 -0.63
C 0.3467 1.3280 4.0087 0.12 0.08 -0.07 -0.04
O 0.5634 0.7438 2.7109 -0.01 -0.08 0.19 0.96
C -0.8872 1.1624 4.5176 -0.10 -0.05 -0.05 0.42
C -1.2941 1.5762 5.8453 -0.03 -0.05 0.01 -1.30
C -2.5907 1.4680 6.2055 -0.02 0.00 -0.01 -0.09
C -3.5783 0.9633 5.2931 0.02 -0.01 0.27 -0.84
C -3.1419 0.5391 4.0887 0.07 0.10 -0.24 0.45
N -1.8401 0.5778 3.6938 -0.10 0.39 0.02 -0.19
C -4.0800 0.0756 2.9954 0.12 0.07 -0.09 0.37
O -5.2516 -0.1277 3.1814 -0.10 -0.03 -0.03 -0.67
O -3.4669 -0.0295 1.8195 -0.16 0.02 0.21 -0.76
H 1.8312 2.4678 4.4234 0.01 -0.01 0.00 0.32
H -0.5447 1.9741 6.5153 -0.01 -0.01 0.01 0.44
H -2.8938 1.7807 7.1978 0.00 0.00 0.00 0.41
H -4.6292 0.9130 5.5329 0.01 -0.01 0.02 0.47
O -1.2443 2.4156 1.3938 0.02 0.27 0.11 -0.35
C -1.2532 3.1992 0.4387 0.05 0.18 -0.10 -0.63
C -1.2497 2.8464 -0.9439 -0.02 -0.08 0.06 0.80
C -1.2347 3.8681 -1.9020 0.01 0.16 0.09 -0.57
C -1.2331 3.5450 -3.2254 -0.04 -0.11 -0.14 -0.50
C -1.2556 2.1980 -3.6518 0.00 0.14 -0.08 -0.46
C -1.2702 1.1872 -2.7397 -0.02 -0.04 0.04 -0.24
C -1.2665 1.4779 -1.3486 -0.02 -0.06 0.01 -0.03
O -1.2789 0.5225 -0.4956 -0.04 0.21 0.04 0.22
N -1.2111 4.6148 -4.2182 0.11 -0.06 -0.01 1.05
O -1.1795 5.7671 -3.8223 -0.04 -0.01 0.00 -0.65
O -1.2102 4.2966 -5.3931 -0.04 0.02 0.00 -0.64
H -1.2592 4.2752 0.6738 0.02 -0.03 -0.06 0.30
H -1.2231 4.9077 -1.6002 0.00 -0.02 0.00 0.52
H -1.2628 1.9880 -4.7119 0.00 0.00 0.00 0.56
H -1.2928 0.1459 -3.0372 -0.01 0.00 0.00 0.32
O 2.3277 -0.1317 1.3171 -0.14 -0.03 -0.10 -0.29
B 1.7843 0.8596 2.1045 -0.08 0.12 -0.13 0.15
O 2.5418 2.0304 2.0680 0.05 0.01 0.08 -0.57
C 3.5709 1.7430 1.1932 -0.02 0.04 0.04 0.42
C 4.5935 2.5577 0.7735 0.04 0.04 -0.02 -1.07
C 5.4792 2.0144 -0.1593 -0.03 -0.05 0.00 -0.50
C 5.3211 0.7176 -0.6385 -0.02 0.05 0.03 -0.54
C 4.2771 -0.0991 -0.2013 0.06 -0.04 -0.08 -0.84
C 3.4260 0.4460 0.7277 -0.02 -0.04 0.00 0.83
H 4.6953 3.5700 1.1410 0.00 -0.02 -0.01 0.49
H 6.2978 2.6202 -0.5250 0.00 0.00 0.01 0.37
H 6.0168 0.3343 -1.3732 0.00 0.00 0.01 0.41
H 4.1227 -1.1001 -0.5827 0.01 -0.02 0.04 0.49
C -0.7320 -1.7890 1.5276 -0.21 0.36 -0.26 -1.90
C -0.6159 -2.2732 0.3722 -0.02 0.13 0.26 1.16
C -0.3825 -2.8258 -0.8647 0.28 -0.09 -0.04 -0.07
C 0.8626 -3.5959 -1.0018 -0.08 0.01 0.02 0.40
C 1.9389 -3.3812 -0.1179 0.02 -0.03 -0.03 -0.58
C 3.0971 -4.1387 -0.1807 -0.02 0.02 0.00 -0.52
C 3.2462 -5.1376 -1.1371 -0.01 0.01 0.01 -0.52
C 2.1923 -5.3766 -2.0089 -0.06 0.04 -0.02 -0.62
C 1.0235 -4.6315 -1.9387 0.03 0.04 -0.02 -0.29
C -1.3090 -2.5468 -1.9552 -0.04 0.03 -0.04 0.40
C -2.6587 -2.2332 -1.6946 -0.02 -0.04 0.01 -0.49
C -3.5430 -1.8998 -2.7046 0.03 0.03 0.02 -0.60
C -3.1309 -1.8603 -4.0347 0.03 0.01 0.04 -0.55
C -1.8043 -2.1586 -4.3174 0.04 -0.06 0.02 -0.73
C -0.9121 -2.4920 -3.3058 -0.06 0.02 0.02 -0.27
H 1.8382 -2.6123 0.6374 0.01 0.01 0.01 0.37
H 3.8934 -3.9545 0.5347 -0.03 0.03 -0.04 0.40
H 4.1533 -5.7272 -1.1882 -0.01 0.00 0.00 0.37
H 2.2697 -6.1704 -2.7438 -0.01 0.01 0.00 0.36
H 0.2011 -4.8795 -2.5967 -0.02 0.04 -0.06 0.47
H -3.0128 -2.2656 -0.6703 0.03 0.02 0.01 0.43
H -4.5718 -1.6723 -2.4487 0.01 0.00 0.00 0.42
H -3.8244 -1.6010 -4.8249 0.01 -0.01 0.00 0.37
H -1.4486 -2.1232 -5.3415 0.00 0.00 0.00 0.36
H 0.1223 -2.6725 -3.5636 0.07 -0.08 0.02 0.48

***

No. 3
68
Properties=species:S:1:pos:R:3:forces:R:3:mulliken_charge:R:1 method="wB97M-V/def2-TZVPD" total_charge=-1 e_above_lowest_ev=0.1945 homo_ev=-3.975
C -4.2125 -3.6535 0.1822 -0.22 0.23 0.04 -0.48
C -3.3081 -3.1108 -0.7566 -0.15 -0.13 0.42 -0.63
C -2.4962 -2.0139 -0.4345 -0.69 -0.47 0.26 -0.52
C -2.6545 -1.4916 0.8436 -0.51 -0.80 -0.58 0.80
N -1.8682 -0.4535 1.2986 1.09 1.76 1.35 1.13
C -0.8287 0.1774 0.7352 0.29 -0.01 0.90 -1.03
N -0.4196 0.9890 1.7969 -1.00 -0.93 0.73 0.43
C 0.7295 1.7841 1.7499 0.40 0.45 -0.28 0.12
C 1.6936 1.3909 0.8378 0.28 0.13 -0.19 -0.01
C 2.7468 2.2472 0.5438 0.11 0.29 0.42 -0.18
C 2.9129 3.4144 1.3127 -0.22 0.12 -0.07 -0.71
C 1.9638 3.7688 2.2875 0.13 -0.47 -0.15 -0.80
C 0.8469 2.9467 2.4965 0.34 0.64 -0.07 -0.30
C -1.2305 0.7855 2.9269 0.09 -0.87 -1.53 0.18
C -1.1220 1.3110 4.3036 0.07 0.11 0.97 -0.06
C -2.3238 1.6193 4.9760 0.56 -0.14 -0.25 -0.34
C -2.3084 1.9828 6.3205 0.29 0.02 -0.06 -0.65
C -1.0970 2.0563 7.0166 -0.11 -0.13 -0.26 -0.33
C 0.1068 1.7579 6.3678 -0.30 0.08 -0.25 -0.74
C 0.1031 1.3931 5.0195 -0.52 -0.17 -0.27 0.04
N -2.1206 -0.1052 2.6000 0.45 1.17 1.15 -0.86
C -3.5700 -1.9623 1.7708 -0.90 -0.88 -0.16 -0.67
C -4.3822 -3.0440 1.4386 0.57 0.08 -0.58 -0.52
H -4.8223 -4.5384 -0.0647 0.40 0.57 -0.03 0.32
H -3.2481 -3.5643 -1.7441 0.11 0.10 0.20 0.39
H -1.7722 -1.5593 -1.1068 -0.15 -0.21 0.00 0.61
H 1.5397 0.4161 0.3822 0.21 0.43 -0.19 0.18
H 3.4150 2.0192 -0.2908 -0.02 -0.02 0.47 0.41
H 3.7819 4.0621 1.1474 -0.42 -0.25 -0.03 0.36
H 2.0794 4.6870 2.8767 0.00 -0.43 -0.28 0.36
H 0.0899 3.2073 3.2371 0.23 0.11 -0.43 0.62
H -3.2569 1.5529 4.4168 0.21 0.01 0.20 0.41
H -3.2503 2.2104 6.8175 0.25 -0.03 -0.05 0.36
H -1.0971 2.3343 8.0680 0.03 -0.03 -0.18 0.36
H 1.0530 1.8187 6.9105 -0.31 -0.05 -0.19 0.38
H 1.0496 1.1684 4.5167 -0.43 0.03 0.19 0.47
H -3.6136 -1.4666 2.7370 -0.24 -0.43 -0.40 0.42
H -5.1178 -3.3822 2.1668 0.16 -0.16 -0.27 0.36
O 1.5815 -4.0245 -6.6602 0.81 0.17 1.66 -0.38
C 2.1424 -3.7259 -5.6930 -0.54 0.97 -1.48 0.41
Co 2.9821 -3.2295 -4.1761 -0.14 -1.97 -0.35 -0.12
C 1.7965 -3.7456 -2.9422 -2.25 -0.19 2.62 0.19
O 1.0538 -3.9399 -2.0750 1.36 0.10 -1.75 -0.34
C 3.9751 -4.6810 -4.4721 1.77 -0.74 -0.13 0.34
O 4.6149 -5.6116 -4.7114 -0.93 0.91 0.34 -0.38
C 2.4531 -1.4189 -4.5226 -1.24 1.45 -2.32 -0.56
C 1.5470 -0.7403 -3.6833 -3.08 0.41 -2.45 -0.21
C 0.2518 -0.3260 -3.8564 1.24 -0.80 -1.52 -0.53
C -0.5025 0.7211 -3.2255 -0.35 1.15 0.73 1.08
C -1.6947 1.2146 -3.8420 0.49 -0.66 0.47 -0.93
C -2.5707 2.0368 -3.1488 0.23 0.12 0.08 -0.39
C -2.2222 2.5205 -1.8769 0.18 -0.20 -0.15 -0.71
C -0.9627 2.2097 -1.3534 0.03 0.16 -0.33 0.24
C -0.0924 1.3440 -2.0252 -0.47 0.02 -0.18 0.15
Co 3.1612 -0.9756 -2.9493 2.48 -0.81 3.25 0.08
C 4.3102 -2.5027 -2.9215 2.06 1.18 0.78 0.53
O 5.3381 -2.7219 -2.3966 -1.21 -0.60 -0.69 -0.55
C 4.3485 0.3431 -2.7616 1.15 0.38 -1.31 0.01
O 5.1323 1.1977 -2.7406 -1.08 -0.81 0.45 -0.44
C 2.6011 -1.3112 -1.3342 0.01 -0.51 2.68 0.17
O 2.3761 -1.6696 -0.2520 0.00 0.53 -1.57 -0.48
H 2.7298 -1.0642 -5.5227 -0.46 -0.11 0.18 0.68
H -0.2172 -0.7108 -4.7942 0.22 0.27 0.70 0.14
H -1.8982 0.8822 -4.8649 -0.18 -0.01 0.41 0.31
H -3.5268 2.3027 -3.6026 0.24 0.04 0.12 0.36
H -2.9224 3.1328 -1.3094 0.18 -0.06 -0.14 0.37
H -0.6640 2.6400 -0.3915 -0.07 -0.13 -0.39 0.28
H 0.8875 1.0988 -1.5989 -0.55 0.01 -0.23 -0.24